[1]
Entry from the OMol25 dataset: a 2-piece molecular cluster, C6H15N2 overall (ωB97M-V/def2-TZVPD).

Last column: Mulliken charge in e.
Atoms and positions in Å:
C: -0.811 1.937 1.675  0.335
C: 2.053 -0.852 -1.582  -1.426
C: 0.633 -0.999 0.426  -1.550
C: -0.028 -2.334 -1.418  -1.268
C: -1.838 1.605 -0.432  -0.847
C: 0.900 -1.304 -0.824  1.091
N: -0.177 1.678 2.785  -0.286
N: -0.978 1.174 0.668  -0.072
H: -1.364 2.929 1.678  0.233
H: 2.614 -0.086 -1.213  0.457
H: 2.837 -1.623 -1.430  0.331
H: 1.996 -0.615 -2.668  0.353
H: -2.456 0.781 -0.732  0.310
H: -0.099 -1.543 1.013  0.434
H: 1.209 -0.324 1.006  0.486
H: -1.109 -2.335 -1.146  0.336
H: 0.234 -3.372 -1.057  0.300
H: 0.115 -2.268 -2.483  0.391
H: -2.394 2.502 -0.043  0.314
H: -1.215 1.737 -1.304  0.313
H: -0.238 2.193 3.654  0.252
H: 0.514 0.894 2.939  0.211
H: -0.399 0.224 0.488  0.303

## Properties
**Net charge**: +1
**Molecular weight**: 115.20 g mol⁻¹
**Kohn-Sham gap**: 10.4997 eV
**HOMO energy**: -13.3 eV
**Maximum force**: 3.90 eV/A
**Calculated total energy**: -9437.647 eV
**Relative energy (zero: lowest compared OMol25 entry of this formula, charge and spin)**: 2.325 eV


[2]
Entry from the OMol25 dataset: C3H11N2O as an isolated structure (ωB97M-V/def2-TZVPD).

Last column: Mulliken spin population.
Atoms and positions in Å:
C: 0.795 1.902 0.012  1.310
C: -0.032 0.740 0.578  -0.142
N: 0.699 -0.519 0.506  -0.081
N: 0.211 3.225 0.125  1.381
H: 1.812 1.818 0.429  0.401
H: 0.991 1.700 -1.048  0.182
H: -0.307 1.022 1.604  -0.024
H: -0.926 0.628 -0.049  -0.018
H: -0.212 -1.420 0.238  0.002
H: 1.075 -0.803 1.404  -0.005
H: -0.085 3.483 1.058  -0.765
H: 0.838 3.966 -0.199  -1.256
C: -0.638 -3.029 -1.079  0.018
O: -1.139 -2.193 -0.125  -0.004
H: 0.093 -2.512 -1.733  0.006
H: -0.061 -3.911 -0.714  -0.001
H: -1.427 -3.463 -1.726  -0.004

## Properties
**Multiplicity**: 2
**Net charge**: -2
**Molecular weight**: 91.13 g mol⁻¹
**Kohn-Sham gap (spin up / spin down)**: 2.1833 / 6.4467 eV
**HOMO energy (spin up / spin down)**: 4.4 / 0.1 eV
**Maximum force**: 1.81 eV/A
**Calculated total energy**: -8311.776 eV
**Relative energy (zero: lowest compared OMol25 entry of this formula, charge and spin)**: 0.504 eV


[3]
Entry from the OMol25 dataset: a 11-piece molecular cluster, C36H101N7O15 overall (ωB97M-V/def2-TZVPD).

Last column: Mulliken charge in e.
Atoms and positions in Å:
C: 4.313 -3.444 0.580  -0.933
C: 5.060 -2.119 0.454  0.385
C: 5.796 -2.142 -0.893  -1.110
O: 6.570 -1.037 -1.063  -0.297
C: 6.998 -0.692 -2.380  -0.736
N: 4.205 -0.985 0.817  -0.092
H: 4.953 -4.300 0.307  0.573
H: 3.393 -3.428 -0.056  0.205
H: 3.971 -3.607 1.625  -0.231
H: 5.865 -2.184 1.197  0.387
H: 5.045 -2.212 -1.715  0.365
H: 6.340 -3.074 -0.920  0.450
H: 7.716 -1.441 -2.754  0.307
H: 7.499 0.303 -2.336  0.201
H: 6.174 -0.639 -3.037  0.354
H: 3.480 -0.942 0.163  -0.234
H: 4.767 -0.118 0.733  0.268
C: 3.207 -3.961 4.190  -1.990
C: 2.432 -2.673 3.787  1.337
C: 1.245 -2.493 4.730  1.005
O: 0.314 -3.642 4.527  -0.509
C: -1.041 -3.453 4.884  -0.512
N: 3.311 -1.502 3.892  -0.278
H: 4.155 -4.032 3.685  0.575
H: 2.700 -4.901 3.921  0.286
H: 3.326 -3.985 5.300  0.413
H: 2.146 -2.782 2.737  -0.305
H: 0.639 -1.587 4.660  -1.099
H: 1.547 -2.613 5.790  0.408
H: -1.644 -3.811 4.009  0.195
H: -1.406 -2.451 5.247  0.112
H: -1.415 -4.079 5.703  0.311
H: 3.653 -1.211 2.944  0.131
H: 4.163 -1.649 4.388  0.256
C: -4.175 -2.349 -0.448  -0.578
C: -4.481 -1.128 -1.275  0.569
C: -5.924 -0.681 -1.221  -1.176
O: -6.269 -0.282 0.120  -0.174
C: -7.614 0.008 0.273  -0.925
N: -3.512 -0.032 -0.912  0.198
H: -4.142 -2.082 0.644  -0.248
H: -3.251 -2.718 -0.800  -0.091
H: -4.943 -3.057 -0.557  0.694
H: -4.217 -1.481 -2.266  0.082
H: -6.608 -1.460 -1.551  0.482
H: -6.100 0.210 -1.883  0.431
H: -7.658 0.658 1.174  0.230
H: -8.289 -0.821 0.322  0.322
H: -7.952 0.674 -0.556  0.384
H: -3.500 0.754 -1.596  0.157
H: -3.695 0.283 0.052  -0.364
C: -4.817 -0.461 3.759  -1.426
C: -4.326 1.018 3.730  0.339
C: -2.906 1.204 4.205  -0.006
O: -2.668 0.671 5.421  -0.436
C: -1.375 0.832 5.811  -0.218
N: -4.353 1.596 2.396  -0.201
H: -4.808 -0.792 4.825  0.379
H: -4.314 -1.120 3.127  0.241
H: -5.897 -0.579 3.481  0.368
H: -5.013 1.558 4.401  0.205
H: -2.661 2.273 4.177  0.177
H: -2.214 0.743 3.452  -0.201
H: -0.962 1.845 5.689  0.323
H: -0.710 0.126 5.319  -0.146
H: -1.456 0.588 6.897  0.312
H: -4.596 2.574 2.405  0.217
H: -4.993 1.093 1.835  -0.062
C: -3.662 -4.566 -4.292  -1.268
C: -2.405 -4.124 -4.963  0.768
C: -1.204 -3.988 -3.961  -1.021
O: -1.483 -3.141 -2.878  0.107
C: -1.458 -1.742 -3.129  -0.438
N: -2.067 -4.975 -6.084  -0.717
H: -3.560 -5.529 -3.739  0.297
H: -4.401 -4.754 -5.089  0.429
H: -4.079 -3.820 -3.622  0.155
H: -2.697 -3.109 -5.338  0.096
H: -0.242 -3.655 -4.387  0.480
H: -0.915 -4.944 -3.486  0.286
H: -1.370 -1.238 -2.192  -0.642
H: -2.370 -1.372 -3.606  0.227
H: -0.625 -1.495 -3.827  0.623
H: -1.992 -5.955 -5.936  0.251
H: -1.171 -4.702 -6.419  0.257
C: 1.752 5.121 -1.226  -0.371
C: 2.612 4.059 -1.961  0.534
C: 4.033 4.514 -2.298  -1.181
O: 4.577 3.527 -3.064  -0.214
C: 5.971 3.776 -3.150  -0.822
N: 2.666 2.837 -1.146  -0.408
H: 0.812 4.600 -0.975  -0.397
H: 1.494 6.000 -1.852  0.383
H: 2.317 5.421 -0.277  0.334
H: 2.282 3.863 -2.999  -0.119
H: 4.582 4.639 -1.382  0.482
H: 4.041 5.542 -2.710  0.464
H: 6.427 3.903 -2.180  0.347
H: 6.113 4.671 -3.756  0.318
H: 6.267 2.883 -3.697  0.227
H: 3.433 2.226 -1.471  0.183
H: 2.954 3.136 -0.201  0.174
C: 0.424 1.240 -4.280  -1.980
C: -0.423 2.317 -3.625  2.231
C: -0.996 3.195 -4.657  -0.835
O: 0.071 3.803 -5.284  -0.263
C: -0.291 4.707 -6.253  -0.891
N: -1.510 1.698 -2.912  -0.228
H: -0.163 0.763 -5.041  0.353
H: 0.793 0.539 -3.602  0.361
H: 1.190 1.862 -4.761  0.519
H: 0.236 2.822 -2.893  -0.954
H: -1.611 3.974 -4.237  0.452
H: -1.627 2.536 -5.333  0.338
H: 0.493 4.629 -6.982  0.287
H: -0.475 5.786 -5.891  0.246
H: -1.180 4.402 -6.826  0.352
H: -1.880 2.427 -2.245  0.356
H: -1.036 0.980 -2.339  -0.677
C: 3.050 3.081 3.415  -0.971
C: 3.146 1.570 3.355  0.399
O: 2.003 0.890 3.782  -0.463
O: 2.444 3.726 2.285  -0.365
H: 4.105 3.441 3.439  0.309
H: 2.513 3.270 4.375  0.253
H: 4.049 1.231 3.903  0.416
H: 3.363 1.339 2.252  -0.288
H: 2.253 -0.075 3.756  0.180
H: 1.471 3.834 2.427  0.336
C: -1.158 4.887 0.892  -0.208
C: -1.402 4.289 2.293  -0.324
O: -0.311 3.532 2.720  -0.619
O: -1.289 4.020 -0.276  -0.610
H: -0.087 5.175 0.885  -0.040
H: -1.777 5.782 0.741  0.375
H: -2.286 3.683 2.394  -0.159
H: -1.579 5.073 3.087  0.427
H: -0.437 2.645 2.326  0.280
H: -1.433 3.059 -0.064  0.177
C: -0.175 -3.456 0.444  -0.637
C: -0.343 -4.900 0.059  -0.076
O: -1.451 -5.132 -0.771  -0.521
O: 0.606 -3.396 1.613  0.016
H: -1.220 -3.110 0.566  0.063
H: 0.282 -2.860 -0.320  0.406
H: -0.470 -5.339 1.111  0.291
H: 0.583 -5.358 -0.285  0.248
H: -1.509 -4.331 -1.344  0.106
H: 0.219 -3.716 2.438  0.016
C: -0.635 0.104 1.201  0.349
C: 0.677 0.365 0.575  1.191
O: 0.587 0.868 -0.806  0.467
O: -1.294 1.366 1.322  1.752
H: -0.567 -0.356 2.195  -0.075
H: -1.212 -0.565 0.572  -0.638
H: 1.229 -0.583 0.470  -0.238
H: 1.311 1.031 1.204  -0.617
H: 1.308 1.536 -0.872  -0.236
H: -2.289 1.307 1.530  -0.518

## Properties
**Net charge**: 0
**Molecular weight**: 872.24 g mol⁻¹
**Kohn-Sham gap**: 9.4229 eV
**SMILES**: COC[C@H](C)N.COC[C@H](C)N.COC[C@H](C)N.COC[C@H](C)N.COC[C@H](C)N.COC[C@H](C)N.COC[C@H](C)N.OCCO.OCCO.OCCO.OCCO
**HOMO energy**: -8.8 eV
**Maximum force**: 2.93 eV/A
**Calculated total energy**: -80106.792 eV
**Relative energy (zero: lowest compared OMol25 entry of this formula, charge and spin)**: 2.131 eV


[4]
Entry from the OMol25 dataset: a 7-piece molecular cluster, C5H23NO7 overall (ωB97M-V/def2-TZVPD).

Last column: Mulliken charge in e.
Atoms and positions in Å:
C: 0.360 -1.899 1.608  0.106
C: 1.834 -1.684 1.288  -1.131
C: -0.239 -0.752 2.431  -0.916
N: -0.610 0.422 1.614  -0.258
C: -1.766 0.190 0.731  -0.725
C: -1.347 0.541 -0.667  0.446
O: -1.940 1.338 -1.358  -0.701
H: 0.222 -2.818 2.179  0.351
H: -0.194 -1.983 0.672  0.045
H: 2.237 -2.485 0.664  0.368
H: 2.453 -1.626 2.186  0.370
H: 1.986 -0.777 0.701  0.158
H: 0.527 -0.439 3.148  0.440
H: -1.112 -1.107 2.988  0.372
H: -0.813 1.229 2.194  0.218
H: -2.639 0.776 1.021  0.356
H: -2.054 -0.865 0.719  0.348
H: -0.433 0.068 -1.052  0.238
H: 1.225 -1.043 -2.972  0.423
H: 0.691 -1.721 -4.267  0.300
O: 0.782 -1.875 -3.318  -0.741
H: 0.507 2.910 -1.878  0.310
H: -0.742 2.237 -2.433  0.381
O: 0.128 2.615 -2.721  -0.758
H: 0.806 1.131 0.634  0.373
H: 2.254 1.746 0.575  0.295
O: 1.452 1.591 0.047  -0.699
H: 1.343 1.277 -2.848  0.477
H: 1.863 0.707 -1.541  0.325
O: 1.869 0.517 -2.508  -0.785
H: -1.783 -3.319 -2.430  0.277
H: -0.632 -2.277 -2.500  0.425
O: -1.455 -2.505 -2.011  -0.644
H: -1.037 3.601 3.494  0.300
H: -2.188 3.378 2.528  0.314
O: -1.555 2.900 3.083  -0.659

## Properties
**Net charge**: 0
**Molecular weight**: 209.24 g mol⁻¹
**Kohn-Sham gap**: 9.8151 eV
**SMILES**: CCCNCC=O.O.O.O.O.O.O
**HOMO energy**: -9.6 eV
**Maximum force**: 0.94 eV/A
**Calculated total energy**: -21381.402 eV
**Relative energy (zero: lowest compared OMol25 entry of this formula, charge and spin)**: 0.545 eV


Question: What is the calculated total energy in the first record?
Answer: -9437.647 eV


Question: Among the records above, which one has the lowest molecular weight?
Answer: C3H11N2O


Question: Which value of molecular weight does entry 2 give?
Answer: 91.13 g mol⁻¹